{"formula": "C18H7BrCuF5N3O2", "method": "ωB97M-V/def2-TZVPD", "symbols": ["Cu", "Br", "C", "C", "C", "C", "C", "N", "C", "O", "O", "H", "H", "H", "F", "C", "C", "C", "F", "C", "F", "C", "F", "C", "F", "N", "C", "C", "C", "C", "C", "N", "C", "H", "H", "H", "H"], "positions_angstrom": [[0.684, -0.517, -0.577], [-1.804, 2.337, 0.128], [-1.728, 0.824, 1.283], [-2.818, 0.573, 2.097], [-2.727, -0.512, 2.955], [-1.572, -1.273, 2.965], [-0.552, -0.954, 2.086], [-0.635, 0.093, 1.242], [0.718, -1.814, 2.050], [0.995, -2.406, 3.101], [1.368, -1.756, 0.966], [-3.691, 1.209, 2.058], [-3.554, -0.751, 3.613], [-1.428, -2.114, 3.630], [-0.804, 0.941, -2.967], [-1.067, -0.403, -2.957], [-0.487, -1.218, -2.015], [-0.824, -2.546, -2.142], [-0.329, -3.467, -1.278], [-1.668, -3.044, -3.118], [-1.964, -4.356, -3.196], [-2.224, -2.176, -4.033], [-3.050, -2.632, -4.991], [-1.919, -0.834, -3.955], [-2.456, 0.016, -4.854], [1.713, 5.569, 0.411], [2.027, 4.463, 0.454], [2.439, 3.079, 0.520], [3.426, 2.677, 1.410], [3.805, 1.351, 1.413], [3.160, 0.465, 0.565], [2.182, 0.841, -0.271], [1.856, 2.129, -0.312], [3.880, 3.397, 2.078], [4.571, 0.990, 2.086], [3.395, -0.588, 0.570], [1.080, 2.408, -1.015]], "total_charge": -1, "orbital_gap_ev": 7.0, "e_homo_ha": -0.175}

{"formula": "C18H9F7NRhS", "method": "ωB97M-V/def2-TZVPD", "symbols": ["Rh", "C", "C", "C", "C", "N", "C", "C", "C", "C", "C", "C", "C", "H", "H", "H", "H", "H", "H", "H", "H", "F", "C", "C", "F", "C", "F", "C", "S", "C", "F", "C", "F", "F", "C", "F", "H"], "positions_angstrom": [[-0.461, 0.008, -0.907], [1.561, 0.067, 2.867], [2.893, 0.050, 2.477], [3.221, 0.161, 1.139], [2.202, 0.299, 0.205], [0.907, 0.259, 0.595], [0.593, 0.157, 1.889], [2.337, 0.512, -1.237], [3.492, 0.967, -1.868], [3.453, 1.291, -3.212], [2.266, 1.155, -3.925], [1.115, 0.689, -3.306], [1.143, 0.360, -1.955], [1.271, 0.000, 3.905], [3.675, -0.054, 3.219], [4.250, 0.141, 0.812], [-0.465, 0.142, 2.125], [4.408, 1.100, -1.307], [4.339, 1.671, -3.702], [2.234, 1.427, -4.972], [0.202, 0.560, -3.872], [-4.263, -1.953, 3.773], [-3.784, -1.789, 2.541], [-2.542, -2.297, 2.201], [-1.814, -2.942, 3.119], [-2.062, -2.132, 0.915], [-0.847, -2.643, 0.652], [-2.778, -1.460, -0.075], [-2.231, -1.315, -1.750], [-4.020, -0.949, 0.308], [-4.774, -0.286, -0.563], [-4.524, -1.109, 1.587], [-5.718, -0.614, 1.911], [-2.328, 1.809, -0.220], [-1.126, 1.843, -0.880], [-1.353, 2.322, -2.127], [-0.470, 2.552, -0.364]], "total_charge": 0, "orbital_gap_ev": 7.7, "e_homo_ha": -0.303}